{
  "formula": "C36H72Cl36",
  "method": "ωB97M-V/def2-TZVPD",
  "elements": ["Cl", "C", "C", "Cl", "H", "H", "H", "H", "Cl", "C", "C", "Cl", "H", "H", "H", "H", "Cl", "C", "C", "Cl", "H", "H", "H", "H", "Cl", "C", "C", "Cl", "H", "H", "H", "H", "Cl", "C", "C", "Cl", "H", "H", "H", "H", "Cl", "C", "C", "Cl", "H", "H", "H", "H", "Cl", "C", "C", "Cl", "H", "H", "H", "H", "Cl", "C", "C", "Cl", "H", "H", "H", "H", "Cl", "C", "C", "Cl", "H", "H", "H", "H", "Cl", "C", "C", "Cl", "H", "H", "H", "H", "Cl", "C", "C", "Cl", "H", "H", "H", "H", "Cl", "C", "C", "Cl", "H", "H", "H", "H", "Cl", "C", "C", "Cl", "H", "H", "H", "H", "Cl", "C", "C", "Cl", "H", "H", "H", "H", "Cl", "C", "C", "Cl", "H", "H", "H", "H", "Cl", "C", "C", "Cl", "H", "H", "H", "H", "Cl", "C", "C", "Cl", "H", "H", "H", "H", "Cl", "C", "C", "Cl", "H", "H", "H", "H"],
  "positions_angstrom": [[2.826456, 7.348333, 0.545523], [2.876772, 5.543018, 0.358283], [4.282864, 5.097260, 0.225985], [5.206598, 5.515282, 1.727497], [2.194013, 5.265083, -0.501008], [2.366357, 5.151547, 1.255866], [4.761052, 5.614128, -0.581244], [4.386890, 4.021616, 0.081529], [-4.487414, -4.576738, -0.780501], [-2.913264, -3.986672, -1.015442], [-2.227564, -4.648917, -2.189019], [-2.147261, -6.340756, -1.995428], [-2.160767, -4.078754, -0.186967], [-2.932213, -2.895844, -1.184278], [-1.218437, -4.343646, -2.175952], [-2.598432, -4.441425, -3.213984], [0.772828, -9.700542, -1.515400], [1.806040, -8.216305, -1.875160], [2.655230, -7.983966, -0.681097], [3.881066, -6.727046, -1.095021], [1.036667, -7.466757, -1.985130], [2.391545, -8.447522, -2.770526], [3.175328, -8.897761, -0.539782], [2.224558, -7.636135, 0.249219], [4.593756, -2.621471, 0.722898], [5.443400, -3.815396, -0.420347], [6.060010, -4.939621, 0.461762], [7.506790, -4.481744, 1.440174], [6.103980, -3.316141, -1.086104], [4.634721, -4.233250, -1.008339], [6.360876, -5.741273, -0.197657], [5.243609, -5.280557, 1.119995], [-2.390101, -0.999203, -3.042551], [-4.088625, -0.838410, -3.670507], [-5.176226, -1.390303, -2.727213], [-5.080381, -0.601659, -1.113815], [-4.017642, -1.480843, -4.617200], [-4.149289, 0.226933, -3.828127], [-5.044991, -2.441585, -2.587941], [-6.138265, -1.180750, -3.211201], [-2.133975, 7.778592, -1.924942], [-0.479624, 7.707276, -2.645215], [-0.261751, 6.378090, -3.330961], [-0.094782, 5.098023, -2.060138], [0.133835, 7.861757, -1.775063], [-0.264888, 8.514396, -3.388931], [0.564000, 6.412962, -4.059970], [-1.143259, 6.148614, -3.969211], [-2.181097, -8.542993, 3.957954], [-2.408922, -8.313978, 2.251891], [-1.263952, -8.627930, 1.346624], [0.044623, -7.577028, 2.087130], [-2.679740, -7.290209, 2.107931], [-3.302760, -8.804556, 1.891953], [-1.355078, -8.266778, 0.362947], [-0.965305, -9.687982, 1.283087], [-2.713623, 1.652352, 2.853125], [-3.094049, 2.967493, 4.099423], [-4.097580, 2.469967, 5.094779], [-3.274220, 1.159098, 6.175596], [-3.504636, 3.798924, 3.517731], [-2.155900, 3.223767, 4.502212], [-5.034228, 2.104142, 4.647678], [-4.380631, 3.331348, 5.722127], [3.750705, 0.735633, 2.454925], [5.360644, 1.291973, 3.081163], [5.215747, 2.447381, 4.172859], [4.564832, 1.814152, 5.727459], [5.844337, 1.730613, 2.197821], [5.868985, 0.437680, 3.507969], [4.558692, 3.296567, 3.875798], [6.223481, 2.706713, 4.438530], [-0.329930, 1.798954, -4.693423], [-1.986954, 2.370390, -4.985450], [-2.117194, 2.720597, -6.470626], [-2.773561, 1.459401, -7.429728], [-2.139848, 3.236774, -4.335964], [-2.743263, 1.608274, -4.801639], [-1.145828, 3.020150, -6.905057], [-2.904653, 3.477201, -6.565093], [1.148947, -2.459380, 2.289944], [1.583221, -4.203492, 2.105326], [2.631784, -4.606243, 3.130119], [2.829876, -6.322677, 3.484195], [1.995572, -4.317020, 1.123435], [0.692798, -4.819314, 2.176711], [2.414232, -4.197137, 4.072212], [3.657043, -4.269036, 2.810645], [4.598334, 1.672646, -2.174143], [3.702912, 0.175193, -1.579138], [2.604190, -0.351324, -2.558396], [1.925766, -1.910135, -1.951675], [3.304953, 0.493365, -0.618762], [4.487837, -0.554568, -1.442527], [3.084649, -0.704401, -3.523713], [1.771799, 0.371693, -2.679726], [-2.599871, 7.766919, 3.013519], [-1.792795, 7.539884, 1.448890], [-0.522789, 6.749487, 1.581287], [-0.825271, 5.066882, 2.038634], [-1.511839, 8.553243, 1.077994], [-2.439834, 7.055859, 0.722880], [0.335182, 7.080598, 2.186548], [-0.121617, 6.683925, 0.598839], [0.318932, 2.023926, 5.104762], [1.461761, 3.182706, 4.371472], [1.412622, 4.486340, 5.045242], [2.599687, 5.445747, 4.120744], [1.289664, 3.316309, 3.275301], [2.412838, 2.680112, 4.503615], [1.830103, 4.382540, 6.028278], [0.473352, 4.991215, 5.078643], [-0.463332, -2.067196, -8.018021], [-0.441283, -1.309383, -6.425853], [0.337553, -2.090484, -5.367626], [-0.462538, -3.772543, -5.155022], [-1.477904, -1.303153, -6.092960], [-0.080123, -0.276110, -6.607289], [0.306109, -1.635898, -4.372189], [1.347714, -2.307308, -5.618970], [-2.809016, -4.585451, 4.127107], [-2.802941, -2.952351, 4.828623], [-2.838512, -1.825383, 3.774016], [-4.358256, -1.850778, 2.804418], [-1.878188, -2.861302, 5.351232], [-3.603175, -2.899190, 5.564898], [-2.001032, -1.917536, 3.094547], [-2.819436, -0.848701, 4.232882], [1.114346, 2.581369, -0.372295], [-0.397041, 1.585114, -0.292769], [-0.162873, 0.416785, 0.579765], [-1.532380, -0.665721, 0.507519], [-0.598569, 1.205074, -1.277574], [-1.173936, 2.234749, 0.104985], [0.039593, 0.653264, 1.600484], [0.669022, -0.222000, 0.251276], [-4.541074, 4.350077, -3.416699], [-4.539085, 3.477367, -1.789035], [-3.901155, 4.287756, -0.669814], [-4.847124, 5.729323, -0.222225], [-3.813653, 2.682527, -1.910029], [-5.507072, 3.079500, -1.599701], [-2.967740, 4.734962, -1.038294], [-3.770138, 3.688819, 0.154422]],
  "forces_ev_per_a": [[-0.16, -0.31, -0.27], [-2.08, 0.04, 0.02], [0.51, -0.29, 0.50], [-0.01, -0.26, -0.32], [1.14, 0.39, 0.68], [0.47, 0.10, -0.29], [0.36, 0.21, -0.41], [-0.21, 0.05, 0.03], [-1.57, -0.48, 0.71], [2.71, 1.50, -0.33], [-0.53, 1.32, -0.96], [0.05, -2.39, 0.19], [-1.35, -0.39, -0.04], [-0.23, -0.43, -0.08], [1.18, 0.76, -0.12], [-0.23, 0.10, 0.84], [0.45, 0.32, -0.16], [-1.55, -0.64, 0.18], [0.85, 0.42, -0.03], [-0.07, -0.10, -0.12], [0.20, 0.43, -0.55], [-0.29, 0.27, 0.25], [0.79, -0.64, 0.59], [-0.60, -0.18, -0.17], [0.69, -0.40, -0.91], [-0.67, -0.54, 2.05], [-0.69, 0.85, -0.49], [-0.69, 0.04, -0.42], [0.75, 0.64, -0.12], [-0.08, -0.13, 0.03], [0.15, -0.25, 0.02], [0.69, -0.02, -0.08], [-0.21, -0.07, 0.17], [0.67, -1.59, -0.56], [0.83, 1.19, -0.63], [-0.20, -0.17, -0.44], [-0.62, 1.29, 1.15], [-0.55, 0.09, -0.38], [-0.02, -0.64, 0.20], [0.13, -0.04, 0.40], [0.16, 0.20, -0.60], [-0.04, 0.43, -0.61], [-0.81, -0.07, -0.38], [0.09, 0.23, -0.87], [0.66, -0.09, 0.02], [-0.72, -0.40, 0.73], [0.20, -0.23, 0.87], [0.37, -0.05, 0.70], [0.00, -0.54, 0.63], [-1.45, 0.09, -1.43], [1.36, -0.16, 1.84], [0.58, -0.61, -0.80], [0.15, 0.89, 0.05], [-0.24, -0.74, 0.27], [-0.59, 0.53, -1.14], [0.11, 0.56, 0.47], [-0.21, 0.70, 0.43], [-1.01, -1.00, -1.67], [0.35, -0.10, 0.83], [-1.08, 1.20, -0.90], [0.05, -0.11, 0.16], [0.97, 0.31, 0.68], [0.66, -0.37, 0.16], [0.29, -0.54, 0.19], [0.34, 0.12, 0.32], [-1.10, 1.87, 0.56], [-0.54, -1.46, -0.87], [-0.14, -0.08, -0.21], [0.17, -0.32, 0.44], [0.12, -0.06, -0.12], [0.80, -0.66, -0.02], [0.36, 0.66, -0.18], [0.13, -0.37, 0.42], [-0.05, 0.25, -0.79], [0.06, 1.69, 0.79], [-0.33, -1.81, -0.93], [-0.02, -0.18, -0.23], [0.36, -0.12, 0.50], [-0.68, 0.14, 0.29], [0.67, 0.42, 0.12], [0.15, -0.57, 0.07], [0.13, -0.41, 0.25], [1.62, 0.75, -0.85], [-0.24, -0.71, -0.42], [0.11, 0.05, -0.64], [-0.22, 0.20, 0.18], [-0.31, 0.84, 1.11], [-1.18, -0.05, 0.33], [-0.71, -0.69, -0.08], [-0.32, 0.30, -0.50], [1.25, 0.00, -0.56], [-0.07, 0.34, 0.33], [-0.16, -0.26, -0.05], [-0.05, -0.22, 0.08], [-0.68, 1.10, 0.99], [0.63, -0.49, -0.11], [-0.27, -0.05, 0.05], [0.93, 1.07, 0.19], [0.60, -0.17, -0.01], [-0.21, -0.68, 0.26], [-0.35, -0.71, 0.20], [-0.24, 0.05, 0.27], [-0.89, 0.40, 0.21], [0.36, -0.08, -1.04], [-0.39, 0.02, -0.12], [-0.31, -1.27, -1.48], [1.18, 0.27, 0.35], [0.12, 0.71, -0.07], [-0.24, -0.43, 0.87], [0.18, 0.30, -0.05], [-0.03, 0.15, 0.62], [-0.64, 0.21, -0.23], [0.20, -0.35, -0.40], [-0.04, 0.30, 0.61], [-1.19, -0.73, 0.03], [0.58, 1.16, -0.07], [0.02, 0.38, -0.03], [-0.12, -0.72, 0.56], [-0.22, 0.06, -0.35], [0.76, -0.13, -0.38], [-0.03, -0.06, -0.16], [-0.38, 0.77, -0.62], [-0.56, -0.90, 0.34], [0.29, -0.07, 0.08], [0.75, 0.09, 0.41], [-0.14, 0.09, -0.28], [0.05, -0.08, -0.19], [0.11, 0.12, 0.32], [-0.17, -0.31, 0.04], [0.39, 0.61, 0.04], [1.30, -1.30, 0.16], [-1.07, -0.39, 0.06], [-0.26, 0.32, -0.60], [-0.08, -0.04, -0.20], [-0.08, 0.42, 0.77], [0.01, 0.52, -0.16], [-0.17, -0.37, 1.06], [1.69, 0.65, -0.47], [-0.49, 2.10, -2.88], [-0.34, 0.06, 0.28], [-0.15, -0.54, -0.32], [-0.76, -0.04, 0.12], [-0.01, -0.57, 0.24], [0.37, -1.33, 2.02]],
  "homo_energy_ev": -10.3,
  "charge": 0,
  "gap_ev": 10.354
}